Entry 1:
Molecular formula: C6H10
Method: DFT, ωB97M-V/def2-TZVPD

```
! RIJCOSX wB97M-V def2-TZVPD def2/J DEFGRID3
* xyz 0 1
C -1.8518 -0.1905 -0.9730
C -0.4161 -0.3939 -0.6064
C -0.0891 -1.1855 0.4191
C 0.7627 -0.4018 1.3792
C 1.4265 0.6868 0.5069
C 0.6120 0.6987 -0.8119
H -2.0520 0.3418 -1.9038
H -2.4420 -1.1076 -0.8999
H -2.1926 0.4627 -0.1524
H -0.6910 -2.0354 0.7342
H -0.0049 0.0758 2.0122
H 1.4348 -0.9383 2.0520
H 1.3905 1.6648 0.9954
H 2.4794 0.4521 0.3330
H 1.2526 0.4703 -1.6762
H 0.1426 1.6658 -1.0285
*
```

Computed properties:
Calculated total energy in eV: -6382.88988
Maximum force in eV/Å: 0.4
HOMO-LUMO gap in eV: 9.48

=====

Entry 2:
Molecular formula: C28H60O20P2
Method: DFT, ωB97M-V/def2-TZVPD

```
! RIJCOSX wB97M-V def2-TZVPD def2/J DEFGRID3
* xyz 0 1
C 0.2544 -3.8276 -0.8647
C 1.3033 -2.9447 -0.1876
O 0.8147 -1.6166 0.0468
P 0.7724 -1.2687 1.5990
O 2.1067 -1.3581 2.2071
C -0.4020 -2.4249 2.3568
C -1.6021 -1.7736 3.0606
C -2.6961 -1.3202 2.0749
C -3.0623 0.1523 2.2056
O -4.1016 0.2843 3.1845
C -3.6726 0.6935 4.4580
C -3.6065 0.8166 0.9497
O -3.7888 2.2070 1.1568
C -2.6206 2.9450 1.4585
P -2.5409 0.5077 -0.5700
C -3.0618 1.8956 -1.6410
C -3.4740 -0.8599 -1.3805
O 0.1265 0.1599 1.6938
C 1.0111 1.3001 1.8039
C 1.5482 1.6672 0.4350
H -0.6748 -3.2895 -1.0242
H 0.0490 -4.7134 -0.2671
H 0.6170 -4.1827 -1.8253
H 2.1880 -2.8821 -0.8139
H 1.6220 -3.3989 0.7479
H -0.7994 -3.0567 1.5623
H 0.1520 -3.0705 3.0302
H -1.2802 -0.9534 3.6976
H -2.0052 -2.5276 3.7361
H -3.6139 -1.8761 2.2617
H -2.3721 -1.5814 1.0712
H -2.1989 0.7055 2.5729
H -4.5603 0.8400 5.0657
H -3.0522 -0.0597 4.9486
H -3.1312 1.6412 4.4111
H -4.6090 0.4213 0.7787
H -2.6583 3.2976 2.4901
H -1.7110 2.3560 1.3387
H -2.5653 3.8139 0.8069
H -2.8729 2.8232 -1.1133
H -2.4946 1.8577 -2.5652
H -4.1278 1.8408 -1.8596
H -3.7675 -1.6047 -0.6457
H -4.3933 -0.4705 -1.8164
H -2.8629 -1.3304 -2.1428
H 1.7969 1.1126 2.5266
H 0.3906 2.1061 2.1882
H 1.6851 2.7445 0.3750
H 2.4724 1.1500 0.2045
H 0.7757 1.4142 -0.2898
C 2.1083 -5.9405 2.7471
O 0.9279 -6.7177 2.5310
C 1.1401 -8.0056 2.2571
O 2.2081 -8.5504 2.1986
O -0.0483 -8.5696 2.0516
C -0.0027 -9.9653 1.7370
H 1.7723 -4.9272 2.9471
H 2.6773 -6.3162 3.5940
H 2.7337 -5.9366 1.8558
H 0.4421 -10.5271 2.5554
H 0.5619 -10.1324 0.8224
H -1.0352 -10.2684 1.5945
C 2.2364 2.0792 -2.5462
O 2.3636 3.2351 -3.3853
C 1.2611 3.5348 -4.0676
O 0.2222 2.9311 -4.0215
O 1.5019 4.6249 -4.7953
C 0.3892 5.0652 -5.5800
H 3.1980 1.9600 -2.0570
H 1.4572 2.2280 -1.8024
H 2.0097 1.1974 -3.1412
H -0.4542 5.3184 -4.9410
H 0.0939 4.2966 -6.2908
H 0.7310 5.9486 -6.1101
C -2.6197 -6.6210 1.9561
O -3.2369 -7.4114 0.9338
C -4.5501 -7.5636 1.0748
O -5.2262 -7.1033 1.9564
O -4.9928 -8.3174 0.0679
C -6.4015 -8.5607 0.0943
H -1.5650 -6.5839 1.7162
H -3.0369 -5.6147 1.9644
H -2.7525 -7.0849 2.9309
H -6.9537 -7.6257 0.0273
H -6.6829 -9.0884 1.0032
H -6.6124 -9.1783 -0.7731
C 3.2771 6.5226 3.5890
O 4.0135 7.1032 2.5105
C 4.1395 6.3128 1.4456
O 3.6905 5.2022 1.3303
O 4.8293 6.9580 0.5126
C 5.0748 6.1661 -0.6576
H 3.2590 7.2725 4.3736
H 2.2613 6.2876 3.2775
H 3.7691 5.6212 3.9487
H 4.1390 5.8491 -1.1112
H 5.6764 5.2966 -0.4006
H 5.6132 6.8004 -1.3534
C 3.1822 4.5454 -4.7288
O 3.2309 5.6615 -5.6259
C 3.9191 6.7065 -5.1746
O 4.4766 6.7787 -4.1097
O 3.8902 7.6592 -6.1027
C 4.5984 8.8499 -5.7470
H 2.5982 3.7812 -5.2324
H 4.1838 4.1711 -4.5285
H 2.6997 4.8265 -3.7946
H 5.6518 8.6342 -5.5817
H 4.1698 9.2983 -4.8532
H 4.4863 9.5242 -6.5900
*
```

Computed properties:
Calculated total energy in eV: -89530.78899
Maximum force in eV/Å: 14.7
HOMO-LUMO gap in eV: 8.60

=====

Entry 3:
Molecular formula: C5H10N2
Method: DFT, ωB97M-V/def2-TZVPD

```
! RIJCOSX wB97M-V def2-TZVPD def2/J DEFGRID3
* xyz 0 1
C -2.6974 0.6441 0.3052
C -2.0302 -0.5390 -0.4596
N -0.8039 -0.7355 -0.6537
N 0.0663 -0.0676 0.3064
C 1.1107 -1.0392 0.7358
C 1.4442 -0.3370 -0.4623
C 2.3881 0.7859 -0.2960
H -3.1393 1.4317 -0.3985
H -1.9524 1.2026 0.9244
H -3.4288 0.2434 0.9783
H -2.6290 -1.0868 -1.2340
H 1.8197 -0.7744 1.5454
H 0.8366 -2.1091 0.7356
H 1.2259 -0.9770 -1.2266
H 3.4042 0.5243 -0.0636
H 2.4391 1.3736 -1.1419
H 1.9462 1.4601 0.4052
*
```

Computed properties:
Calculated total energy in eV: -8323.81354
Maximum force in eV/Å: 3.0
HOMO-LUMO gap in eV: 9.98

=====

Entry 4:
Molecular formula: C37H40Cl6DyGeNO3PSe
Method: DFT, ωB97M-V/def2-TZVPD

```
! RIJCOSX wB97M-V def2-TZVPD def2/J DEFGRID3
* xyz 1 6
Dy -0.5896 0.7866 0.7293
C 0.8582 5.2245 -0.3871
C 1.2563 3.8749 0.1808
C 2.2711 4.0598 1.3035
C 1.7005 2.9515 -0.9497
C 3.1947 2.9368 -1.2399
O 3.4416 1.5605 -1.6653
C 2.3575 0.8525 -1.3110
N 1.3824 1.4948 -0.7547
C 2.4307 -0.5561 -1.7412
C 3.0540 -0.7477 -2.9793
C 3.0638 -1.9954 -3.5612
C 2.4606 -3.0605 -2.9259
C 1.8885 -2.8825 -1.6825
C 1.8733 -1.6427 -1.0571
P 1.1756 -1.5184 0.6104
C 2.5528 -1.0172 1.6791
C 3.7182 -0.4092 1.2374
C 4.6441 0.0937 2.1385
C 4.4135 -0.0353 3.4938
C 3.2845 -0.7041 3.9489
C 2.3616 -1.2101 3.0575
C 0.9975 -3.2312 1.1144
C -0.2358 -3.8295 1.3281
C -0.3147 -5.1732 1.6833
C 0.8448 -5.9244 1.7934
C 2.0907 -5.3304 1.5729
C 2.1656 -3.9876 1.2434
H 0.5511 5.9103 0.4098
H 0.0209 5.1447 -1.0920
H 1.6901 5.7014 -0.9147
H 0.3447 3.4591 0.5934
H 3.0784 4.7243 0.9727
H 2.6971 3.1245 1.6602
H 1.7817 4.5483 2.1547
H 1.1726 3.2383 -1.8599
H 3.8030 3.1450 -0.3571
H 3.4794 3.6032 -2.0531
H 3.4928 0.0997 -3.4826
H 3.5281 -2.1201 -4.5348
H 2.4575 -4.0505 -3.3735
H 1.4344 -3.7196 -1.1725
H 3.9302 -0.2963 0.1844
H 5.5527 0.5664 1.7840
H 5.1165 0.3428 4.2168
H 3.1536 -0.8697 5.0127
H 1.4962 -1.7587 3.4116
H -1.1364 -3.2671 1.1971
H -1.2749 -5.6276 1.8577
H 0.7848 -6.9794 2.0383
H 2.9935 -5.9234 1.6860
H 3.1339 -3.5223 1.0861
Cl -2.6543 3.5679 0.1615
C -3.6439 2.2440 0.7512
C -2.9825 1.0712 1.0031
C -3.7492 0.0060 1.4011
Cl -2.8622 -1.4769 1.7204
C -5.1171 0.0692 1.5681
Cl -6.0086 -1.3236 2.0370
C -5.7403 1.2959 1.3568
Cl -7.4477 1.4266 1.5879
C -4.9922 2.4048 0.9443
Cl -5.7698 3.9247 0.7099
Cl -1.2380 3.0178 2.9448
C -0.0309 2.1445 3.9915
C 0.3427 1.0368 3.0356
O 1.1041 1.3695 2.0882
O -0.4362 0.0700 2.9289
H -0.5239 1.7933 4.8904
H 0.7921 2.8098 4.1871
C -4.8524 -2.1933 -1.5255
Ge -3.2595 -1.4881 -2.3631
C -3.2164 -1.8789 -4.2759
C -1.5911 -2.1274 -1.5908
C -3.2049 0.4762 -2.3013
Se -1.3896 1.1354 -2.1308
C -1.6629 2.8645 -2.9551
H -5.1554 -3.1309 -2.0064
H -5.6663 -1.4772 -1.6275
H -4.6962 -2.3809 -0.4625
H -3.1984 -2.9482 -4.4908
H -2.3178 -1.4206 -4.7142
H -4.0886 -1.4520 -4.7676
H -1.5924 -3.2093 -1.4547
H -1.4650 -1.7017 -0.5895
H -0.7477 -1.8513 -2.2340
H -3.8299 0.9197 -1.5318
H -3.5725 0.8287 -3.2566
H -2.5861 3.2934 -2.5679
H -1.7377 2.7021 -4.0271
H -0.8355 3.5354 -2.7202
*
```

Computed properties:
Calculated total energy in eV: -277017.56894
Expectation value of S²: 9.3481
Maximum force in eV/Å: 1.3
HOMO-LUMO gap (alpha / beta) in eV: 8.72 / 8.74